# 1
A structure of composition C19H37BrIrNOS2Si, computed with ωB97M-V/def2-TZVPD.

Calculated values
calculated total energy: -4639.28898 Ha
relative energy (zero: lowest compared OMol25 entry of this formula, charge and spin): 0.00 kJ/mol
maximum force: 0.003 hartree/bohr
2S+1: 6
charge: +3
⟨S²⟩: 8.77

Positions of all 63 atoms, in Å:
C  -1.46  1.82  -1.30
H  -1.96  3.19  0.36
S  1.96  -4.14  0.49
Br  0.78  -0.76  -1.19
S  -2.66  -3.47  -1.39
H  -2.66  1.92  -3.06
H  -0.23  -1.89  3.85
H  -4.49  -4.06  0.00
C  -2.35  0.68  -0.76
H  3.23  2.81  -0.39
H  3.07  -4.25  5.29
C  1.88  -3.78  2.17
H  1.92  -0.13  1.47
H  -1.32  1.75  1.84
C  -4.32  -3.32  -0.78
H  2.18  0.69  -3.28
H  3.53  -4.95  2.93
H  2.37  2.25  -4.06
N  0.85  -2.93  2.44
H  -0.13  1.29  3.04
C  2.72  -4.28  3.17
C  -1.60  1.82  -2.83
H  1.88  3.64  1.03
C  2.46  -3.88  4.48
C  -2.64  -5.19  -1.84
H  -2.95  -5.79  -0.99
H  -1.64  -5.45  -2.17
H  3.94  2.60  -1.99
O  -1.82  -3.42  -0.07
C  0.61  -2.55  3.69
H  -1.10  2.66  -3.30
C  1.87  2.45  -2.05
H  -1.26  0.89  -3.28
H  -3.34  -5.32  -2.67
H  2.95  1.26  1.09
H  -4.99  -3.48  -1.62
H  2.09  4.47  -2.55
H  0.12  3.83  1.16
C  0.97  3.22  1.47
C  2.04  0.95  1.60
H  -3.38  0.95  -1.02
H  -2.31  0.56  0.32
H  -1.32  4.01  -1.07
Si  0.30  1.47  -0.65
C  1.33  3.85  -2.04
H  -0.59  0.13  1.79
H  -2.94  3.35  -1.09
H  1.18  -2.71  5.75
C  -0.40  1.19  1.98
C  1.40  -3.02  4.74
C  -1.92  3.17  -0.73
H  2.19  1.14  2.66
C  0.80  1.73  1.16
C  1.75  1.69  -3.34
Ir  0.02  -2.71  0.46
H  0.40  3.96  -2.61
H  1.23  4.28  -1.05
H  1.07  3.34  2.56
H  3.38  1.18  -1.14
H  -2.12  -0.27  -1.24
C  3.15  2.24  -1.31
H  0.75  1.66  -3.76
H  -4.44  -2.31  -0.39

The computed Löwdin charges, all in e, follow: -0.63, 0.08, 0.84, 0.52, 0.94, 0.11, 0.13, 0.08, -0.10, 0.08, 0.14, -0.71, 0.04, 0.08, -0.21, 0.07, 0.14, 0.14, -0.16, 0.11, -0.01, -0.08, 0.08, 0.02, -0.21, 0.08, 0.07, 0.14, -0.75, -0.07, 0.08, -0.45, 0.09, 0.09, 0.07, 0.09, 0.14, 0.08, -0.06, -0.09, 0.11, 0.07, 0.08, 0.72, -0.04, 0.05, 0.11, 0.14, -0.08, 0.03, -0.06, 0.11, -0.63, -0.07, 0.91, 0.09, 0.09, 0.11, 0.09, 0.04, -0.05, 0.07, 0.07

***

# 2
The ion C3H10NS2 with charge +1 in a non-equilibrium geometry, computed with ωB97M-V/def2-TZVPD.

Calculated values
SMILES string: C[C@H]([NH3+])C(S)S
calculated total energy: -971.12057 Ha
relative energy (zero: lowest compared OMol25 entry of this formula, charge and spin): 194.20 kJ/mol
maximum force: 0.080 hartree/bohr
charge: +1

Positions of all 16 atoms, in Å:
H  -0.17  1.48  -1.81
H  -2.03  0.64  1.12
H  0.21  -2.40  0.49
H  -1.66  0.77  -1.36
H  -0.08  1.60  0.78
H  1.13  -0.54  1.72
S  2.53  0.76  0.01
N  -0.57  0.75  -1.23
H  -0.15  -0.19  -1.65
H  -1.78  -0.77  -0.11
H  3.40  -0.07  0.34
C  1.07  -0.16  0.47
H  -1.06  -0.79  1.63
C  -0.24  0.69  0.22
C  -1.41  -0.15  0.78
S  1.07  -1.87  -0.36

The computed Löwdin charges, all in e, follow: 0.16, 0.08, -0.14, 0.22, 0.15, 0.17, 0.78, 0.14, 0.15, 0.11, -0.17, -0.98, 0.10, -0.45, -0.06, 0.74

***

# 3
A structure of composition CH12N2O4 in a non-equilibrium geometry, computed with ωB97M-V/def2-TZVPD.

Calculated values
calculated total energy: -455.22257 Ha
relative energy (zero: lowest compared OMol25 entry of this formula, charge and spin): 590.83 kJ/mol
maximum force: 0.039 hartree/bohr
2S+1: 2
charge: +1
⟨S²⟩: 1.77

Positions of all 19 atoms, in Å:
C  0.61  1.00  0.50
O  1.87  -1.88  0.26
O  -0.79  -2.18  1.09
N  1.24  0.46  1.65
H  -1.90  2.41  -1.91
H  2.02  -2.85  0.21
O  -2.49  -0.03  -0.70
H  2.14  0.85  1.88
H  0.50  2.07  0.67
H  -1.95  0.88  -1.02
H  1.39  -0.53  1.53
H  -0.36  0.46  0.48
H  1.68  -0.10  -0.89
H  -1.37  -1.99  0.35
O  -1.35  1.90  -1.30
H  0.58  1.18  -1.54
H  0.13  -2.05  0.84
N  1.20  0.80  -0.81
H  -3.16  -0.41  -1.29

The computed Löwdin charges, all in e, follow: -0.28, 0.05, -0.02, 0.06, 0.09, 0.09, 0.02, 0.10, 0.15, -0.05, 0.04, 0.14, 0.12, 0.03, -0.03, 0.12, -0.04, 0.32, 0.08

***

# 4
A structure of composition C31H29F2IrN4Si in a non-equilibrium geometry, computed with ωB97M-V/def2-TZVPD.

Calculated values
calculated total energy: -2011.14074 Ha
relative energy (zero: lowest compared OMol25 entry of this formula, charge and spin): 201.07 kJ/mol
maximum force: 0.035 hartree/bohr
2S+1: 2
charge: +1
⟨S²⟩: 0.76

Positions of all 68 atoms, in Å:
H  -3.64  -1.10  -4.06
C  -1.60  -2.83  -1.97
H  0.12  -4.94  0.07
H  2.74  0.06  -4.31
H  1.14  3.74  3.85
C  2.81  -1.96  0.37
H  -1.59  -1.64  5.48
H  -0.13  1.90  2.81
C  -2.60  1.18  -3.08
C  -1.78  1.47  0.57
C  -1.32  -1.29  4.50
H  -1.90  2.71  -1.19
C  2.56  3.83  2.23
N  -0.60  -0.34  2.02
C  2.43  1.57  -0.77
Si  1.35  -2.82  -0.43
C  -1.68  0.17  2.64
F  -3.89  4.17  -0.54
H  -1.79  1.83  -2.77
C  0.75  2.30  2.33
C  -2.57  -2.60  -2.93
H  0.61  -0.09  -3.09
N  -1.40  -0.46  -1.67
C  -0.21  -1.81  3.84
H  4.51  2.08  -0.98
H  3.73  -2.25  -0.14
H  3.76  3.65  0.46
Ir  -0.17  0.38  -0.07
C  0.87  -4.32  0.57
C  3.76  1.06  -2.70
C  -1.00  -1.71  -1.38
C  1.34  0.91  -1.33
H  0.96  -1.67  2.04
H  1.02  -3.80  -2.70
H  1.76  -4.95  0.73
C  2.19  2.20  0.52
C  1.82  -3.28  -2.17
C  -2.06  -0.29  3.89
H  -2.93  0.12  4.39
C  -2.31  2.47  -0.22
H  0.39  -2.59  4.28
C  2.93  3.26  1.02
C  2.66  0.47  -3.30
H  3.12  4.66  2.63
C  -2.31  1.23  1.85
H  -3.05  -3.44  -3.41
C  -2.31  -0.23  -2.65
H  4.71  1.09  -3.22
C  1.46  3.33  2.90
H  0.48  -4.04  1.55
H  -4.80  3.56  1.82
C  1.45  0.39  -2.62
C  -3.39  2.01  2.26
F  -3.93  1.82  3.47
N  1.11  1.73  1.17
H  2.06  -2.37  -2.74
C  -3.95  2.99  1.48
H  2.70  -3.92  -2.17
C  -2.91  -1.30  -3.28
C  0.11  -1.31  2.60
C  -3.38  3.21  0.24
N  0.01  -1.66  -0.51
C  3.65  1.62  -1.44
H  -1.32  -3.82  -1.67
H  2.72  -0.87  0.29
H  -2.69  1.22  -4.16
H  -3.53  1.54  -2.65
H  2.94  -2.22  1.42

The computed Löwdin charges, all in e, follow: 0.12, -0.01, 0.03, 0.11, 0.12, -0.15, 0.12, 0.10, -0.02, -0.20, -0.02, 0.09, -0.02, -0.03, -0.22, 0.42, -0.23, 0.10, 0.06, -0.08, -0.04, 0.10, 0.02, -0.03, 0.12, 0.04, 0.12, 1.52, -0.16, -0.05, -0.45, -0.23, 0.07, 0.03, 0.04, -0.21, -0.15, 0.03, 0.12, -0.04, 0.12, 0.02, -0.06, 0.12, -0.13, 0.12, -0.29, 0.11, -0.02, 0.02, 0.14, -0.10, -0.20, 0.09, 0.02, 0.02, 0.09, 0.04, -0.03, -0.11, -0.26, -0.15, -0.02, 0.11, 0.01, 0.09, 0.10, 0.03